#i
The following is a DFT calculation (ωB97M-V/def2-TZVPD) of a structure of composition C32H20BrN8OPbS2.

**Spin multiplicity**: 1
**Kohn-Sham gap (alpha / beta)**: 0.2213 / 0.1942 Ha
**HOMO (alpha / beta)**: -0.3908 / -0.3744 Ha
**Net charge**: +1

Each line ends with the natural charge from an NBO analysis.
CARTESIAN COORDINATES (ANGSTROEM)
Pb -0.922 0.013 -0.602  1.30
Br 3.243 -5.694 2.854  0.18
S -3.141 0.938 -2.175  -0.09
S -1.508 -2.224 -2.493  0.02
O -1.136 -2.330 0.476  -0.59
N 1.867 1.616 -1.767  -0.19
N -0.177 2.448 -0.931  -0.51
N -6.144 -0.351 -3.770  -0.23
N -0.096 -0.079 1.917  -0.48
N 3.154 -1.573 0.738  -0.53
N 1.417 0.399 -1.710  -0.19
N -2.522 0.967 1.351  -0.50
N -4.177 -3.661 -4.344  -0.24
C 2.257 -0.586 -2.236  0.14
C 0.493 -1.081 2.461  0.21
C 2.055 -3.238 2.404  -0.34
C -0.056 2.948 4.051  -0.20
C 2.814 -2.931 -2.551  -0.21
C -2.197 2.833 2.862  -0.09
C -0.463 4.807 -0.627  -0.21
C -0.114 -2.977 0.853  0.51
C -3.684 -2.815 -3.715  0.22
C 0.894 5.001 -1.005  -0.15
C -1.756 1.612 2.237  0.13
C 1.086 2.614 -1.324  0.30
C 1.933 -1.960 -2.127  -0.18
C -0.474 1.062 2.568  0.18
C 4.285 -1.219 -3.386  -0.21
C 2.023 -4.595 1.985  -0.02
C 1.664 3.931 -1.344  -0.19
C -0.914 3.515 -0.624  0.05
C 0.144 -4.338 0.439  -0.22
C 4.000 -2.572 -3.214  -0.15
C 3.462 -0.231 -2.858  -0.19
C 2.316 -2.181 1.434  0.36
C -3.031 -1.748 -2.998  -0.28
C -3.522 3.262 2.568  -0.11
C -4.300 2.526 1.684  -0.26
C 0.877 -2.308 1.766  -0.26
C 0.363 1.756 3.463  -0.21
C 1.147 -5.098 1.024  -0.23
C -3.722 -0.505 -2.833  -0.27
C -5.064 -0.410 -3.329  0.21
C -1.336 3.461 3.770  -0.16
C -3.764 1.387 1.088  0.08
H -4.339 0.811 0.373  0.23
H 1.326 1.328 3.679  0.22
H -1.126 5.630 -0.388  0.24
H 5.140 -0.917 -3.958  0.23
H 0.994 -2.233 -1.652  0.21
H -1.686 4.372 4.221  0.22
H 0.569 3.487 4.750  0.24
H 2.609 -3.979 -2.392  0.23
H 2.415 -2.953 3.412  0.27
H 1.304 6.004 -1.054  0.24
H 1.255 -6.145 0.787  0.25
H 2.698 4.020 -1.631  0.24
H 4.095 -1.834 1.051  0.37
H 3.631 0.836 -2.911  0.24
H 0.854 -1.041 3.507  0.18
H -1.946 3.308 -0.407  0.21
H -5.298 2.855 1.429  0.24
H -3.891 4.150 3.045  0.23
H -0.540 -4.755 -0.285  0.26
H 4.659 -3.331 -3.603  0.23



#ii
The following is a DFT calculation (ωB97M-V/def2-TZVPD) of a structure of composition C32H20BrN8OPbS2.

**Spin multiplicity**: 1
**Kohn-Sham gap (alpha / beta)**: 0.1269 / 0.1267 Ha
**HOMO (alpha / beta)**: -0.3465 / -0.3465 Ha
**Net charge**: +1

Each line ends with the natural charge from an NBO analysis.
CARTESIAN COORDINATES (ANGSTROEM)
Pb 6.213 -15.853 8.221  1.39
Br 8.887 -18.287 14.977  0.08
S 5.845 -9.590 9.463  0.32
S 5.362 -13.046 9.704  0.20
O 7.928 -15.933 9.696  -0.86
N 3.098 -16.243 10.065  -0.63
N 7.966 -14.853 6.558  -0.21
N 6.323 -18.395 9.035  -0.57
N 5.435 -13.897 6.241  -0.48
N 5.893 -17.669 6.441  -0.53
N 8.733 -13.474 11.005  -0.19
N 7.798 -13.677 6.011  -0.20
N 9.430 -9.877 10.139  -0.17
C 5.611 -17.296 5.162  0.07
C 8.341 -10.319 10.002  0.19
C 4.848 -19.811 5.967  -0.13
C 6.551 -13.189 5.976  0.29
C 6.699 -12.081 10.089  -0.22
C 5.382 -18.904 6.870  0.22
C 4.958 -18.151 4.272  -0.27
C 6.917 -18.770 10.118  0.21
C 9.223 -15.383 6.363  0.13
C 6.499 -11.857 5.419  -0.21
C 9.901 -14.857 5.175  -0.19
C 9.285 -16.129 11.607  -0.25
C 7.675 -17.938 11.024  -0.25
C 4.926 -20.442 8.742  -0.23
C 8.305 -16.662 10.704  0.43
C 5.519 -19.227 8.292  0.12
C 7.865 -12.800 10.613  0.20
C 4.097 -12.035 5.488  -0.23
C 11.102 -15.328 4.742  -0.22
C 8.591 -17.650 13.261  -0.17
C 9.240 -16.438 12.923  -0.19
C 11.669 -16.410 5.361  -0.15
C 4.486 -21.102 6.440  -0.17
C 4.613 -19.430 4.611  -0.09
C 6.981 -10.742 9.812  -0.31
C 7.994 -18.522 12.295  -0.18
C 3.942 -16.256 9.241  0.27
C 4.244 -13.289 6.036  0.05
C 11.060 -16.934 6.512  -0.21
C 9.851 -16.461 7.033  -0.19
C 4.387 -21.388 7.839  -0.19
C 5.265 -11.354 5.179  -0.16
H 12.521 -16.958 4.961  0.23
H 3.329 -13.798 6.241  0.20
H 10.020 -15.373 11.285  0.25
H 2.514 -16.092 10.870  0.47
H 9.795 -15.849 13.701  0.25
H 3.116 -11.598 5.397  0.24
H 4.469 -20.150 3.801  0.24
H 5.092 -10.257 4.959  0.23
H 7.708 -19.530 12.600  0.23
H 5.898 -16.270 4.885  0.22
H 7.341 -11.206 5.160  0.25
H 4.705 -17.739 3.277  0.24
H 9.364 -13.997 4.745  0.24
H 11.531 -17.785 7.040  0.23
H 11.572 -14.892 3.844  0.23
H 4.765 -20.611 9.816  0.23
H 3.975 -22.259 8.311  0.24
H 6.977 -19.821 10.321  0.18
H 9.329 -16.884 7.902  0.24
H 4.214 -21.847 5.624  0.23



Energies, relative to the best one, in eV: #i 0.000; #ii 2.028.



#i
The following is a DFT calculation (ωB97M-V/def2-TZVPD) of the ion C4H3FO5 with charge -2.

**Spin multiplicity**: 1
**Kohn-Sham gap**: 0.2646 Ha
**HOMO**: -0.0196 Ha
**SMILES string**: COC(F)(C(=O)[O-])C(=O)[O-]
**Net charge**: -2

Each line ends with the natural charge from an NBO analysis.
CARTESIAN COORDINATES (ANGSTROEM)
F -0.580 -0.567 1.785  -0.51
O 0.793 -0.852 0.022  -0.51
O 0.560 1.802 2.216  -0.74
O -0.699 0.852 -1.611  -0.80
O -1.900 1.553 0.148  -0.74
O 1.953 1.660 0.470  -0.78
C -0.954 0.902 -0.367  0.71
C 0.007 -1.600 -0.934  -0.30
C 0.963 1.330 1.154  0.70
C 0.140 0.204 0.554  0.43
H 0.782 -2.054 -1.476  0.15
H -0.541 -0.892 -1.569  0.26
H -0.525 -2.339 -0.391  0.15



#ii
The following is a DFT calculation (ωB97M-V/def2-TZVPD) of the ion C4H3FO5 with charge -2.

**Spin multiplicity**: 1
**Kohn-Sham gap**: 0.2525 Ha
**HOMO**: -0.0129 Ha
**SMILES string**: COC(F)(C(=O)[O-])C(=O)[O-]
**Net charge**: -2

Each line ends with the natural charge from an NBO analysis.
CARTESIAN COORDINATES (ANGSTROEM)
F 1.925 0.128 -0.281  -0.50
O 0.893 0.297 -2.772  -0.75
O -0.052 -1.062 0.254  -0.52
O -1.498 1.270 0.577  -0.79
O -1.219 -0.328 -2.424  -0.80
O 0.152 2.484 -0.321  -0.75
C -0.036 -0.060 -2.060  0.75
C 0.292 0.091 -0.393  0.41
C -0.405 1.402 -0.043  0.68
C -0.001 -1.032 1.648  -0.27
H -0.350 -2.057 1.916  0.14
H 0.998 -0.896 1.995  0.16
H -0.699 -0.237 1.904  0.23



Energies, relative to the best one, in eV: #i 0.000; #ii 0.084.



#i
The following is a DFT calculation (ωB97M-V/def2-TZVPD) of a cluster of 2 separate species, C2H3N3OS in total.

**Spin multiplicity**: 1
**Kohn-Sham gap (alpha / beta)**: 0.2634 / 0.2616 Ha
**HOMO (alpha / beta)**: -0.3742 / -0.3737 Ha

Each line ends with the natural charge from an NBO analysis.
CARTESIAN COORDINATES (ANGSTROEM)
S 1.813 1.474 1.820  -0.01
O 1.777 -1.458 0.001  -0.32
N -0.174 -0.418 0.200  -0.31
N 0.780 -1.254 0.601  0.27
N -2.108 -0.036 1.636  -0.30
C -0.197 0.313 -1.112  -0.45
C -1.167 -0.221 1.011  0.41
H -1.039 0.060 -1.899  0.24
H 0.775 0.084 -1.443  0.23
H -0.460 1.456 -0.814  0.24



#ii
The following is a DFT calculation (ωB97M-V/def2-TZVPD) of a structure of composition C2H3N3OS.

**Spin multiplicity**: 1
**Kohn-Sham gap**: 0.3151 Ha
**HOMO**: -0.3348 Ha

Each line ends with the natural charge from an NBO analysis.
CARTESIAN COORDINATES (ANGSTROEM)
S -2.020 -0.064 -0.006  0.23
O 0.397 -1.393 -0.355  -0.22
N -0.284 -0.152 0.122  -0.29
N 0.292 2.008 -0.148  -0.68
N 1.768 -1.192 0.055  -0.06
C 0.593 0.789 0.001  0.30
C 1.894 0.115 0.207  -0.03
H 2.928 0.777 0.385  0.25
H 1.146 2.718 -0.052  0.35
H -2.285 -1.400 1.142  0.16



Energies, relative to the best one, in eV: #i 0.589; #ii 0.000.



#i
The following is a DFT calculation (ωB97M-V/def2-TZVPD) of the ion C6H11N4O with charge +1.

**Spin multiplicity**: 1
**Kohn-Sham gap**: 0.3075 Ha
**HOMO**: -0.4787 Ha
**SMILES string**: CCc1nnn(C[C@@H]2CO2)[nH+]1
**Net charge**: +1

Each line ends with the natural charge from an NBO analysis.
CARTESIAN COORDINATES (ANGSTROEM)
O -3.657 -0.311 -0.837  -0.43
N 1.338 -1.911 0.009  -0.22
N 0.085 -1.996 0.422  0.10
N -0.480 -0.852 0.297  0.08
N 0.404 0.034 -0.201  -0.32
C 1.541 -0.651 -0.376  0.43
C -3.860 1.017 -0.004  -0.34
C -2.539 0.253 -0.441  0.18
C -1.856 -0.525 0.685  -0.30
C 3.497 0.706 0.278  -0.60
C 2.829 -0.126 -0.860  -0.48
H 2.690 0.492 -1.742  0.25
H -1.903 0.768 -1.150  0.19
H 0.209 1.007 -0.387  0.46
H -3.569 0.840 1.075  0.15
H 2.803 0.862 1.103  0.20
H 3.480 -0.954 -1.106  0.28
H -2.450 -1.415 0.841  0.30
H 4.350 0.187 0.698  0.25
H -4.900 0.748 0.213  0.33
H 3.784 1.693 -0.063  0.24
H -1.796 0.134 1.545  0.25



#ii
The following is a DFT calculation (ωB97M-V/def2-TZVPD) of the ion C6H11N4O with charge +1.

**Spin multiplicity**: 1
**Kohn-Sham gap (alpha / beta)**: 0.2829 / 0.2829 Ha
**HOMO (alpha / beta)**: -0.4716 / -0.4716 Ha
**SMILES string**: [H]/N=N/CC[N+]1=CC(=O)NCC1
**Net charge**: +1

Each line ends with the natural charge from an NBO analysis.
CARTESIAN COORDINATES (ANGSTROEM)
O -3.038 -0.270 -0.004  -0.51
N 0.345 0.304 0.514  -0.24
N -1.593 -1.507 1.271  -0.57
N -0.317 0.714 -3.206  -0.21
N 0.104 0.888 -2.096  -0.20
C 1.408 0.987 -1.674  -0.31
C -0.901 0.575 0.332  0.19
C 0.733 -1.003 1.008  -0.23
C -1.960 -0.478 0.515  0.57
C -0.366 -1.369 2.001  -0.22
C 1.335 1.144 -0.089  -0.24
H -1.408 0.569 -2.989  0.33
H -1.308 1.496 -0.079  0.27
H 2.283 0.956 0.538  0.24
H 1.147 2.179 0.064  0.25
H -0.066 -2.197 2.524  0.25
H 1.989 0.115 -2.122  0.25
H 0.934 -1.601 0.080  0.24
H -2.324 -2.072 1.474  0.43
H 1.644 -0.885 1.483  0.23
H 1.836 1.939 -2.162  0.27
H -0.475 -0.486 2.615  0.21



Energies, relative to the best one, in eV: #i 3.909; #ii 0.000.



#i
The following is a DFT calculation (ωB97M-V/def2-TZVPD) of a cluster of 2 separate species, CH6N2O in total.

**Spin multiplicity**: 1
**Kohn-Sham gap**: 0.3739 Ha
**HOMO**: -0.3498 Ha
**SMILES string**: [H]/N=C/N.O

Each line ends with the natural charge from an NBO analysis.
CARTESIAN COORDINATES (ANGSTROEM)
O -2.604 1.468 -2.513  -0.95
N 0.377 -1.473 1.710  -0.73
N 1.050 0.313 0.465  -0.82
C 1.311 -0.898 1.072  0.28
H 1.578 0.416 -0.390  0.38
H 2.303 -1.265 0.801  0.14
H -3.083 1.752 -1.747  0.47
H 0.114 0.643 0.588  0.39
H 0.632 -2.241 2.321  0.35
H -1.678 1.282 -2.307  0.47



#ii
The following is a DFT calculation (ωB97M-V/def2-TZVPD) of a cluster of 2 separate species, CH6N2O in total.

**Spin multiplicity**: 1
**Kohn-Sham gap**: 0.3742 Ha
**HOMO**: -0.3437 Ha
**SMILES string**: [H]/N=C/N.O

Each line ends with the natural charge from an NBO analysis.
CARTESIAN COORDINATES (ANGSTROEM)
O -1.695 2.432 -0.260  -0.94
N 0.313 -1.867 -0.980  -0.70
N 0.793 -0.148 0.514  -0.83
C 1.059 -1.362 -0.093  0.27
H -1.755 3.335 0.060  0.47
H -2.363 1.945 0.230  0.47
H 0.929 -0.138 1.508  0.38
H 1.994 -1.828 0.200  0.14
H 0.743 -2.709 -1.348  0.34
H -0.019 0.339 0.167  0.40



Energies, relative to the best one, in eV: #i 0.231; #ii 0.000.



#i
The following is a DFT calculation (ωB97M-V/def2-TZVPD) of the molecule CH2OS.

**Spin multiplicity**: 1
**Kohn-Sham gap**: 0.3249 Ha
**HOMO**: -0.3175 Ha
**SMILES string**: C1OS1

Each line ends with the natural charge from an NBO analysis.
CARTESIAN COORDINATES (ANGSTROEM)
S 1.330 0.556 -0.004  0.46
O 0.859 -1.044 0.028  -0.64
C -0.387 0.130 0.046  -0.26
H -0.703 0.199 -0.968  0.21
H -1.100 0.159 0.899  0.23



#ii
The following is a DFT calculation (ωB97M-V/def2-TZVPD) of the molecule CH2OS.

**Spin multiplicity**: 1
**Kohn-Sham gap**: 0.3366 Ha
**HOMO**: -0.3227 Ha
**SMILES string**: C1OS1

Each line ends with the natural charge from an NBO analysis.
CARTESIAN COORDINATES (ANGSTROEM)
S -0.982 1.012 -0.158  0.46
O -0.271 -0.079 -1.175  -0.60
C 0.181 -0.127 0.227  -0.28
H -0.145 -1.109 0.650  0.21
H 1.217 0.304 0.456  0.21



Energies, relative to the best one, in eV: #i 0.660; #ii 0.000.



#i
The following is a DFT calculation (ωB97M-V/def2-TZVPD) of the molecule C4H8NO4P.

**Spin multiplicity**: 1
**Kohn-Sham gap**: 0.3614 Ha
**HOMO**: -0.3402 Ha
**SMILES string**: CP(O)[C@@H]1OC(=O)O[C@H]1N

Each line ends with the natural charge from an NBO analysis.
CARTESIAN COORDINATES (ANGSTROEM)
P 1.533 -0.293 1.023  1.03
O -0.786 -1.284 -2.564  -0.57
O 2.113 -1.568 0.157  -0.96
O -0.509 -1.572 -0.339  -0.49
O -1.058 0.431 -1.119  -0.51
N -2.486 0.541 0.806  -0.82
C 1.883 1.072 -0.162  -1.00
C -0.774 -0.857 -1.451  0.97
C -1.141 0.553 0.306  0.20
C -0.303 -0.641 0.756  -0.24
H -2.964 1.378 0.487  0.37
H -0.679 -1.132 1.654  0.23
H -3.014 -0.246 0.439  0.37
H 1.021 1.504 -0.667  0.24
H 2.415 1.875 0.357  0.24
H -0.690 1.488 0.646  0.19
H 2.550 0.675 -0.935  0.26
H 2.889 -1.926 0.609  0.50



#ii
The following is a DFT calculation (ωB97M-V/def2-TZVPD) of the molecule C4H8NO4P.

**Spin multiplicity**: 1
**Kohn-Sham gap**: 0.3565 Ha
**HOMO**: -0.3411 Ha
**SMILES string**: COP(=O)(/C=N\C=O)OC

Each line ends with the natural charge from an NBO analysis.
CARTESIAN COORDINATES (ANGSTROEM)
P -0.543 0.184 0.430  2.32
O -0.733 1.105 -0.905  -0.84
O -0.472 0.823 1.699  -1.08
O 4.048 0.585 1.100  -0.58
O -1.582 -0.974 0.551  -0.82
N 2.232 -0.634 0.522  -0.42
C 3.190 -0.220 1.312  0.51
C -0.794 2.559 -1.014  -0.25
C -2.021 -2.036 -0.327  -0.25
C 1.176 -0.686 -0.072  -0.09
H 0.992 -1.493 -0.819  0.17
H 3.340 -0.935 2.201  0.12
H -2.980 -2.389 0.038  0.21
H -2.074 -1.742 -1.326  0.19
H -0.874 3.325 -0.142  0.22
H -1.327 -2.981 -0.044  0.19
H -1.691 2.676 -1.573  0.19
H 0.115 2.834 -1.630  0.20



Energies, relative to the best one, in eV: #i 0.000; #ii 1.719.



#i
The following is a DFT calculation (ωB97M-V/def2-TZVPD) of the molecule C6H7N3.

**Spin multiplicity**: 1
**Kohn-Sham gap**: 0.3132 Ha
**HOMO**: -0.3343 Ha
**SMILES string**: [H]/N=C(/C#CC#C)NNC

Each line ends with the natural charge from an NBO analysis.
CARTESIAN COORDINATES (ANGSTROEM)
N -0.335 -2.013 -1.917  -0.59
N 1.443 -0.414 0.864  -0.48
N 1.178 -1.435 -0.114  -0.49
C 0.651 -0.551 2.088  -0.43
C 0.235 -1.080 -1.108  0.31
C -0.691 1.326 -1.104  0.01
C -0.348 0.208 -1.070  -0.03
C -1.392 2.470 -1.084  -0.11
C -2.529 3.230 -1.280  -0.13
H 1.213 0.612 0.478  0.35
H -0.491 -0.481 1.878  0.19
H 1.019 0.315 2.694  0.21
H 1.107 -1.439 2.603  0.21
H 0.032 -2.987 -1.384  0.33
H 2.126 -1.813 -0.337  0.41
H -3.216 4.052 -1.206  0.24



#ii
The following is a DFT calculation (ωB97M-V/def2-TZVPD) of the molecule C6H7N3.

**Spin multiplicity**: 1
**Kohn-Sham gap**: 0.3157 Ha
**HOMO**: -0.3438 Ha

Each line ends with the natural charge from an NBO analysis.
CARTESIAN COORDINATES (ANGSTROEM)
N 2.716 -0.049 0.804  -0.27
N 2.892 0.729 -0.260  -0.28
N 0.887 -0.237 -0.382  -0.38
C 1.578 -0.638 0.761  0.11
C -1.803 0.515 1.197  -0.65
C 1.783 0.569 -0.953  0.18
C -1.702 1.474 0.141  0.22
C -1.580 0.022 -0.215  -0.39
C -0.353 -0.702 -0.854  -0.20
H -0.391 -1.742 -0.743  0.22
H -0.436 -0.593 -2.017  0.22
H -1.152 0.786 1.945  0.28
H -2.582 -0.112 1.656  0.29
H 1.489 1.133 -1.912  0.21
H 1.114 -1.062 1.609  0.20
H -2.461 -0.092 -0.778  0.25



Energies, relative to the best one, in eV: #i 1.446; #ii 0.000.